Entry 1:
ORCA calculation (ωB97M-V/def2-TZVPD) on C14H27Cl2N2O2P2Sn as an isolated structure.

The relative energy (zero: lowest compared OMol25 entry of this formula, charge and spin) comes out at 0.0 kcal/mol. The HOMO energy (alpha / beta) comes out at -17.67 / -17.67 eV. The calculation puts the lowest unoccupied orbital energy (alpha / beta) at -14.43 / -14.43 eV. As for the charge: +3. The HOMO-LUMO gap (alpha / beta) comes out at 3.24 / 3.24 eV.

Last column: natural (NBO) charge in e.
Geometry (Å):
C  2.457  -1.537  -1.417  -0.78
C  2.190  -0.502  -0.420  0.75
H  3.471  -1.959  -1.271  0.36
H  2.387  -1.095  -2.430  0.35
H  1.703  -2.341  -1.345  0.31
O  2.906  0.178  0.262  -0.24
Cl  -0.815  -1.215  -2.277  -0.42
Sn  -0.307  -0.057  -0.168  0.96
P  0.215  2.090  -1.409  1.21
C  0.933  3.473  -0.492  -0.98
C  1.258  1.788  -2.858  -0.98
H  1.249  2.689  -3.487  0.31
H  -1.305  3.375  -2.806  0.31
H  0.875  0.937  -3.436  0.29
H  -1.953  1.746  -2.422  0.29
H  1.918  3.215  -0.078  0.28
H  2.293  1.573  -2.560  0.26
C  -1.418  2.616  -2.021  -0.96
H  1.038  4.343  -1.158  0.32
H  -2.016  3.010  -1.191  0.29
H  0.272  3.746  0.343  0.29
P  -0.539  -2.131  1.279  1.19
C  -0.146  -1.932  3.032  -0.97
C  -2.306  -2.546  1.157  -0.96
H  0.153  -3.780  -0.369  0.29
H  0.092  -4.457  1.283  0.32
H  1.465  -3.434  0.783  0.26
C  0.379  -3.577  0.687  -0.98
H  -2.646  -2.336  0.136  0.29
H  -2.475  -3.605  1.390  0.31
H  -0.324  -2.880  3.559  0.31
H  -0.760  -1.146  3.489  0.28
H  -2.886  -1.914  1.839  0.29
H  0.910  -1.651  3.147  0.28
Cl  -2.608  0.711  0.321  -0.33
N  3.170  4.306  4.490  -0.77
C  3.034  3.435  3.449  0.64
O  3.915  3.234  2.620  -0.59
C  1.722  2.722  3.391  -0.14
C  0.669  2.840  4.319  -0.09
C  -0.514  2.144  4.074  -0.17
C  -0.618  1.376  2.912  0.01
N  0.381  1.253  2.024  -0.55
C  1.542  1.871  2.291  0.06
H  4.025  4.832  4.565  0.44
H  2.404  4.527  5.100  0.40
H  0.771  3.454  5.214  0.25
H  -1.377  2.176  4.742  0.26
H  -1.539  0.840  2.673  0.22
H  2.354  1.704  1.581  0.23

Forces on the atoms, in the same order (eV/Å):
-1.2 -1.5 -1.1
7.3 3.4 3.3
-0.2 0.5 0.4
-0.2 0.0 0.4
0.3 0.4 -0.3
-4.9 -3.3 -3.2
0.4 0.5 1.1
-3.2 0.8 0.5
0.2 1.8 -1.4
0.1 -0.3 0.8
0.2 -0.6 0.1
0.0 -0.1 0.2
0.3 -0.1 0.1
0.0 0.3 0.1
0.1 0.2 -0.1
-0.2 0.1 -0.2
-0.2 0.2 -0.1
-0.3 -0.6 0.4
-0.1 -0.3 -0.1
0.2 0.0 -0.2
0.1 0.0 -0.2
-0.6 -1.8 1.1
0.4 0.6 0.0
-0.1 0.6 -0.4
-0.1 0.0 0.2
0.0 0.3 -0.1
-0.3 -0.1 0.2
0.5 0.2 -0.5
-0.1 -0.2 0.1
0.3 0.1 0.0
0.0 0.1 -0.3
0.1 -0.3 -0.2
0.2 -0.1 -0.1
-0.2 -0.1 0.1
1.6 -0.6 -0.3
-0.3 -0.8 -0.9
1.4 1.0 0.7
-1.0 -0.2 0.3
-0.9 -0.8 -0.4
0.2 -0.2 -0.5
-0.1 -0.3 -0.4
-0.2 0.3 0.4
-0.1 -0.6 -0.3
0.0 0.4 0.1
0.1 0.1 0.0
0.2 0.1 0.1
-0.2 -0.2 -0.2
0.4 0.1 -0.1
0.2 0.4 0.2
-0.2 0.5 0.6



Entry 2:
ORCA calculation (ωB97M-V/def2-TZVPD) on a 3-piece molecular cluster, C14H27FO7 overall.

Its structure (SMILES) is COCCOC(=O)CCF.CCOC(C)=O.CCOC(C)=O. The HOMO energy comes out at -9.21 eV. The calculation puts the lowest unoccupied orbital energy at 0.70 eV. As for the charge: 0. The HOMO-LUMO gap comes out at 9.91 eV.

Last column: natural (NBO) charge in e.
Geometry (Å):
C  -0.760  -0.575  -2.837  -0.25
O  -1.643  -0.836  -1.758  -0.54
C  -1.076  -1.539  -0.693  -0.07
C  -0.441  -0.649  0.352  -0.10
O  0.756  -0.087  -0.177  -0.54
C  1.648  0.347  0.751  0.82
O  2.065  -0.385  1.635  -0.58
C  2.156  1.763  0.613  -0.58
C  1.584  2.639  -0.494  0.07
F  0.226  2.470  -0.676  -0.36
H  -0.010  -1.354  -2.948  0.17
H  -0.239  0.369  -2.671  0.17
H  -1.345  -0.502  -3.743  0.20
H  -0.324  -2.256  -1.032  0.17
H  -1.855  -2.113  -0.191  0.18
H  -0.229  -1.250  1.234  0.19
H  -1.142  0.142  0.612  0.19
H  3.226  1.662  0.431  0.24
H  2.060  2.237  1.585  0.28
H  1.735  3.683  -0.219  0.17
H  2.108  2.482  -1.434  0.16
C  3.832  3.217  6.426  -0.64
C  3.993  3.705  5.002  -0.07
O  2.961  3.208  4.146  -0.50
C  1.767  3.809  4.007  0.80
C  1.379  4.930  4.941  -0.74
O  1.016  3.394  3.168  -0.58
H  2.908  3.582  6.875  0.21
H  4.668  3.555  7.038  0.22
H  3.801  2.128  6.447  0.22
H  4.053  4.792  4.941  0.17
H  4.915  3.313  4.576  0.20
H  0.829  4.505  5.779  0.25
H  0.722  5.606  4.402  0.25
H  2.218  5.506  5.323  0.22
C  -3.546  -6.123  -4.189  -0.64
C  -3.032  -4.974  -3.347  -0.07
O  -2.142  -4.129  -4.077  -0.51
C  -2.567  -3.112  -4.851  0.80
C  -4.037  -2.988  -5.177  -0.74
O  -1.752  -2.357  -5.298  -0.57
H  -4.139  -5.769  -5.033  0.21
H  -4.169  -6.785  -3.586  0.22
H  -2.711  -6.697  -4.589  0.22
H  -3.841  -4.389  -2.906  0.18
H  -2.434  -5.356  -2.521  0.20
H  -4.227  -3.498  -6.120  0.24
H  -4.265  -1.932  -5.300  0.25
H  -4.701  -3.388  -4.415  0.22

Forces on the atoms, in the same order (eV/Å):
0.1 0.5 0.2
-0.3 -0.3 -0.3
0.3 0.0 0.4
-0.4 -0.7 -0.2
0.3 0.7 0.2
0.7 -1.2 1.0
-0.7 1.0 -1.0
0.0 -0.2 -0.5
0.3 0.2 0.3
-0.2 0.0 0.0
0.0 -0.3 -0.1
0.1 0.1 0.0
-0.1 -0.1 -0.1
0.1 -0.1 -0.2
-0.3 0.0 -0.1
0.2 0.0 0.1
0.1 0.3 0.0
0.2 0.1 0.0
-0.2 -0.1 0.1
0.0 0.1 0.0
-0.2 -0.3 -0.2
-0.1 0.0 0.0
0.1 0.0 0.2
0.2 0.0 -0.2
-0.1 0.0 0.2
0.1 0.2 -0.1
-0.1 0.0 -0.1
0.0 0.1 0.0
0.0 0.0 0.0
0.0 0.0 0.0
0.0 0.0 0.0
0.0 0.0 -0.1
0.0 0.0 0.0
-0.1 -0.1 0.0
0.0 -0.1 0.1
0.0 0.0 -0.1
-0.1 -0.1 0.0
0.2 0.0 0.1
-0.2 0.0 0.0
-0.1 0.1 0.2
0.1 0.1 -0.2
0.0 0.0 0.0
0.0 0.0 0.0
0.0 0.0 0.0
0.0 0.0 0.0
0.1 0.0 0.0
0.0 0.0 0.0
0.1 0.0 -0.1
0.0 -0.1 -0.1



Entry 3:
ORCA calculation (ωB97M-V/def2-TZVPD) on a 3-piece molecular cluster, C14H27N2O6PS overall.

Its structure (SMILES) is O=C1C=CC(=O)C(P(O)(O)=S)=C1.COC[C@@H](C)N.COC[C@@H](C)N. The relative energy (zero: lowest compared OMol25 entry of this formula, charge and spin) comes out at 148.0 kcal/mol. The HOMO energy comes out at -8.74 eV. The calculation puts the lowest unoccupied orbital energy at -2.30 eV. As for the charge: 0. The HOMO-LUMO gap comes out at 6.44 eV.

Last column: natural (NBO) charge in e.
Geometry (Å):
O  -0.940  4.623  2.764  -0.49
C  -1.173  3.457  2.115  0.50
C  -2.638  3.096  1.393  -0.25
C  -2.677  2.280  0.113  -0.25
C  -1.168  1.858  -0.470  0.51
O  -0.889  1.863  -1.777  -0.48
C  -0.067  1.454  0.722  -0.45
P  1.106  -0.026  0.421  1.66
O  0.702  -1.229  1.661  -0.94
O  0.663  -0.795  -1.117  -0.92
S  2.997  0.408  0.558  -0.49
C  -0.043  2.231  2.009  -0.19
H  -3.616  3.450  1.928  0.26
H  -3.666  1.963  -0.430  0.27
H  -0.211  -0.935  2.012  0.49
H  0.072  -1.572  -0.864  0.50
H  0.696  1.943  2.873  0.28
C  7.929  -0.048  -3.157  -0.25
O  6.884  0.556  -2.410  -0.55
C  5.747  0.940  -3.188  -0.08
C  4.757  -0.213  -3.479  -0.08
C  5.239  -1.169  -4.567  -0.61
N  4.457  -0.985  -2.264  -0.83
H  8.018  0.376  -4.160  0.17
H  7.774  -1.127  -3.209  0.17
H  8.869  0.122  -2.624  0.19
H  5.220  1.691  -2.587  0.19
H  6.059  1.445  -4.110  0.16
H  3.825  0.239  -3.837  0.19
H  6.019  -1.851  -4.217  0.20
H  4.409  -1.790  -4.921  0.22
H  5.629  -0.618  -5.429  0.20
H  4.044  -0.357  -1.572  0.37
H  5.352  -1.250  -1.843  0.35
C  -4.403  -0.740  0.752  -0.25
O  -4.169  -0.143  2.018  -0.56
C  -5.337  -0.007  2.832  -0.08
C  -5.726  -1.290  3.605  -0.08
C  -6.399  -2.346  2.731  -0.62
N  -4.561  -1.892  4.270  -0.82
H  -5.379  -0.469  0.341  0.18
H  -4.306  -1.824  0.828  0.17
H  -3.628  -0.390  0.063  0.18
H  -5.093  0.768  3.570  0.18
H  -6.178  0.380  2.244  0.17
H  -6.450  -1.001  4.375  0.19
H  -5.691  -2.878  2.089  0.20
H  -6.890  -3.099  3.357  0.22
H  -7.167  -1.896  2.093  0.20
H  -4.173  -1.212  4.926  0.35
H  -3.827  -1.992  3.564  0.35

Forces on the atoms, in the same order (eV/Å):
-1.6 -7.8 -4.2
0.7 3.9 2.3
0.7 -2.4 -3.3
1.9 2.3 4.0
0.2 0.3 -4.4
-1.6 -0.2 8.4
-1.3 2.4 2.6
0.2 -1.9 -0.4
-1.9 3.2 -1.9
-0.5 0.4 4.1
-1.5 -0.1 -0.1
-1.1 -1.6 -4.0
2.2 -0.6 -1.2
2.3 0.9 1.1
1.9 -0.8 -0.6
1.0 1.3 -0.5
-1.5 0.9 -1.8
0.0 -0.1 0.5
-0.2 0.2 -0.6
-0.3 0.0 0.3
0.5 -0.2 0.2
-0.1 -0.1 -0.3
0.2 0.4 0.0
-0.1 0.0 0.0
0.1 -0.1 -0.2
-0.2 0.1 0.0
0.1 -0.2 0.0
0.1 -0.1 -0.1
0.1 0.1 0.1
-0.1 0.1 0.0
0.1 0.1 0.1
0.0 0.0 0.1
-0.1 -0.3 -0.2
-0.2 0.0 -0.2
0.4 0.0 0.2
-0.5 0.1 0.0
0.2 0.0 0.4
0.3 -0.1 -0.4
-0.3 -0.2 0.0
0.2 0.4 -0.1
-0.1 -0.1 0.0
-0.2 -0.1 -0.2
0.0 0.0 0.1
0.1 -0.1 -0.1
0.0 -0.1 -0.1
0.1 0.1 0.0
0.0 0.1 0.1
0.2 0.1 -0.1
0.1 0.0 0.0
-0.1 -0.2 0.0
-0.2 -0.1 0.2



Entry 4:
ORCA calculation (ωB97M-V/def2-TZVPD) on one molecule with the formula C14H27N3O4S.

Its structure (SMILES) is CCCCNC(=O)C1CCN(S(=O)(=O)N2CCOCC2)CC1. The relative energy (zero: lowest compared OMol25 entry of this formula, charge and spin) comes out at 0.4 kcal/mol. The HOMO energy comes out at -8.94 eV. The calculation puts the lowest unoccupied orbital energy at 0.70 eV. As for the charge: 0. The HOMO-LUMO gap comes out at 9.65 eV.

Last column: natural (NBO) charge in e.
Geometry (Å):
C  4.903  -4.426  1.559  -0.61
C  4.437  -2.999  1.825  -0.40
C  4.637  -2.064  0.630  -0.40
C  3.829  -2.449  -0.613  -0.23
N  2.404  -2.429  -0.375  -0.62
C  1.608  -1.422  -0.796  0.69
O  2.031  -0.504  -1.471  -0.65
C  0.158  -1.549  -0.332  -0.29
C  -0.110  -0.546  0.802  -0.42
C  -0.147  0.887  0.269  -0.24
N  -1.095  1.044  -0.813  -0.68
S  -2.675  1.172  -0.324  2.45
O  -3.014  0.306  0.769  -0.96
O  -3.496  1.105  -1.497  -0.96
N  -2.580  2.718  0.306  -0.68
C  -2.445  3.751  -0.705  -0.26
C  -3.809  4.157  -1.273  -0.10
O  -4.701  4.522  -0.240  -0.53
C  -4.894  3.456  0.663  -0.09
C  -3.570  3.051  1.315  -0.26
C  -0.842  0.146  -1.923  -0.24
C  -0.841  -1.314  -1.474  -0.41
H  4.829  -5.021  2.467  0.21
H  5.941  -4.431  1.232  0.20
H  4.300  -4.906  0.793  0.20
H  3.384  -3.005  2.117  0.19
H  5.002  -2.596  2.668  0.21
H  4.354  -1.050  0.922  0.21
H  5.694  -2.052  0.357  0.20
H  4.019  -1.722  -1.405  0.24
H  4.118  -3.442  -0.967  0.19
H  2.029  -3.145  0.227  0.39
H  0.006  -2.563  0.056  0.21
H  0.660  -0.629  1.572  0.21
H  -1.081  -0.771  1.247  0.24
H  -0.447  1.580  1.055  0.23
H  0.836  1.171  -0.118  0.23
H  -1.804  3.350  -1.489  0.23
H  -1.962  4.613  -0.234  0.20
H  -3.715  5.035  -1.915  0.19
H  -4.221  3.316  -1.846  0.19
H  -5.606  3.813  1.409  0.20
H  -5.312  2.585  0.136  0.17
H  -3.699  2.170  1.942  0.24
H  -3.175  3.880  1.910  0.20
H  -1.628  0.319  -2.658  0.23
H  0.131  0.409  -2.345  0.24
H  -0.599  -1.957  -2.322  0.22
H  -1.842  -1.566  -1.115  0.22

Forces on the atoms, in the same order (eV/Å):
-0.1 0.2 0.1
0.2 0.0 -0.2
-0.2 -0.1 0.0
0.3 0.2 0.0
0.3 -0.5 0.2
-0.5 -0.5 0.3
0.1 0.4 -0.2
0.0 0.1 0.0
0.1 0.0 -0.1
0.3 0.0 0.7
-1.0 0.2 0.1
0.6 0.7 0.2
0.0 0.0 0.2
0.1 -0.1 -0.2
0.0 -1.0 -0.2
-0.2 0.4 -0.5
0.2 0.0 -0.1
0.0 0.2 0.1
0.1 -0.1 0.3
-0.6 -0.1 0.2
-0.2 -0.3 -0.6
0.3 0.1 -0.1
0.0 -0.1 0.0
0.1 -0.1 -0.1
0.0 -0.1 -0.1
0.0 0.1 0.1
-0.1 0.0 0.1
0.1 0.1 -0.1
0.1 0.1 0.0
0.0 -0.2 0.0
0.0 0.1 0.0
-0.2 0.1 -0.1
0.1 0.1 0.0
0.0 0.0 0.0
0.1 -0.1 0.1
0.2 0.0 0.1
-0.1 0.1 0.1
0.1 0.2 -0.1
0.0 -0.1 -0.1
0.1 -0.1 0.0
0.0 0.2 0.0
0.0 -0.1 0.0
-0.1 0.1 0.1
-0.1 0.2 0.2
0.0 -0.1 0.0
0.2 -0.1 -0.1
-0.2 0.0 0.0
-0.1 0.0 0.0
0.0 -0.1 0.0



In eV/Å, the largest force on an atom values for the records above are, in order, 8.7; 1.7; 9.0; 1.0.
In eV, the electronic energy values for the records above are, in order, -71457.82332; -32004.91221; -50338.26328; -38451.94208.